(1)
Entry from OMol25: an isolated molecule of C14H17NO5 (ωB97M-V/def2-TZVPD).

Structure (XYZ):
```
37
Properties=species:S:1:pos:R:3:mulliken_charge:R:1
O -0.2716 2.8942 0.3401 -0.696
O -4.3040 1.4554 -1.5575 -0.584
O 4.3431 -1.7863 -0.3060 -0.479
O 4.1991 1.1014 -0.0410 -0.463
O -3.2418 0.8951 0.3490 -0.327
N -0.6327 0.6448 0.1263 -0.010
C 1.7949 0.8901 0.0402 -0.183
C 3.0637 0.3355 -0.0637 1.272
C -4.1117 0.6687 -0.6658 0.587
C -4.6044 -1.4866 0.4573 0.147
C 4.0697 2.4983 0.0794 -0.930
C -5.2842 -2.8007 0.5724 -1.236
C -4.7763 -0.6362 -0.5525 -0.467
C 0.7792 -1.2781 -0.1054 -0.946
C 5.6059 -1.1628 -0.3649 -0.705
C -2.5276 2.1211 0.3391 -0.557
C 2.0363 -1.8351 -0.2114 -0.698
C -1.0072 1.9338 0.2682 0.629
C 0.6534 0.0987 0.0211 -0.090
C 3.1936 -1.0610 -0.1945 0.088
H -5.8765 -2.8310 1.4866 0.310
H 1.6695 1.9533 0.1402 0.868
H 5.0888 2.8827 0.0682 0.243
H -2.8434 2.7242 -0.5213 0.366
H 6.3179 -1.9800 -0.4825 0.291
H 3.5857 2.7795 1.0193 0.343
H 5.8306 -0.6137 0.5516 0.249
H -3.9349 -1.2257 1.2667 0.433
H -1.3850 -0.0330 0.1061 -0.121
H -4.5443 -3.5978 0.6415 0.307
H -5.9328 -2.9877 -0.2790 0.320
H 5.6843 -0.4869 -1.2188 0.265
H -2.7645 2.6688 1.2562 0.333
H -5.4458 -0.8581 -1.3712 0.315
H -0.0967 -1.9095 -0.1239 0.366
H 3.5109 2.9259 -0.7582 0.346
H 2.1589 -2.9015 -0.3119 0.412
```

Results
Total energy ... -974.61730 a.u.
Kohn-Sham gap ... 8.18 eV
HOMO energy ... -0.2827 hartree
LUMO level ... 0.01812 Eh
Relative energy (zero: lowest compared OMol25 entry of this formula, charge and spin) ... 2.842 eV
Charge ... 0


(2)
Entry from OMol25: C73H75KN11O4S4Sb as an isolated structure in a non-equilibrium geometry (ωB97M-V/def2-TZVPD).

Structure (XYZ):
```
169
Properties=species:S:1:pos:R:3:mulliken_charge:R:1
Sb -4.0740 -0.3633 -0.8867 -0.731
K -0.6359 0.9907 0.2772 2.179
S 0.9153 -1.9636 -1.2655 1.025
S 2.5902 0.4284 0.7270 1.601
S 0.4361 2.5156 2.7072 0.496
S 3.6487 -1.9108 -0.3134 1.470
O 1.3697 3.6137 2.5170 -0.932
O -1.8544 2.7749 -0.2164 -0.642
O 0.8923 1.2281 2.1631 -0.522
O -2.8566 4.7584 0.0755 -0.915
N -0.2615 1.7208 -3.6643 -0.033
N 2.2327 -2.5244 -0.3969 0.085
N -1.4573 0.8290 -5.3116 0.219
N -2.7939 -1.4501 1.3977 1.573
N -4.1953 1.1686 1.7547 1.320
N -0.1343 -1.1923 -0.6569 0.235
N 3.9292 -0.4491 0.0382 -0.656
N 1.7697 0.8914 -0.3627 -0.191
N 1.7907 3.5723 -1.1661 1.655
N -1.0652 2.8070 2.4346 0.445
N 0.9693 4.5531 -0.8550 -0.680
C -3.4946 -3.3721 -1.5391 -0.447
C -3.9190 -2.1194 -2.2652 -0.795
C 6.4730 -3.5243 2.0738 -0.798
C -0.2297 -5.8789 -1.2722 -0.862
C 0.1477 3.1757 6.6696 -0.884
C 2.2516 -2.4136 -3.6478 0.030
C 0.3693 -4.6789 -0.9329 -0.773
C 1.1304 -2.4630 3.2561 -0.477
C 5.8069 -2.7002 1.1946 -0.931
C 5.3951 3.2841 1.1959 -0.899
C -0.1720 1.9306 7.2056 1.248
C 1.7435 -1.4436 -2.8048 0.673
C 4.4456 2.9577 3.3733 -1.150
C 0.2816 -3.5940 -1.7842 -0.204
C -2.3140 -2.6384 1.7579 -0.587
C 2.3092 -0.8081 2.0230 1.781
C -8.2504 3.6010 2.4900 -0.554
C 5.8415 -4.6518 2.5967 -0.566
C 4.6934 -3.5700 -2.2392 -0.644
C 1.4752 5.6441 -1.3932 -0.506
C -1.0545 -4.8927 -3.2952 -1.132
C -4.6463 2.5048 2.0376 -0.819
C -8.8571 3.0428 1.3783 -0.550
C -6.8966 3.4139 2.7115 -0.474
C 1.1483 -1.5220 2.2385 0.794
C -2.9434 -0.7302 2.5473 -0.272
C -1.4244 4.0137 1.8203 -0.791
C 2.6723 5.3582 -2.0675 -1.218
C -2.1249 3.8160 0.3762 0.030
C 0.4073 3.3119 5.3213 -1.076
C -6.1216 2.6789 1.8218 0.164
C 3.4132 -1.9699 3.8055 -1.498
C 4.6158 -2.2569 -1.7735 0.428
C -0.3371 2.0454 -7.2312 -1.039
C 4.5396 2.3236 0.6872 -0.304
C 2.6417 0.2703 -4.1965 -0.185
C 5.3285 -1.2419 -2.4082 -0.415
C 3.8639 -4.1265 1.3446 -0.127
C -6.7399 2.1280 0.7051 0.275
C -5.5976 0.3987 -2.4392 -0.857
C 1.9297 -0.1025 -3.0690 -0.477
C -0.2051 0.8285 6.3603 -1.133
C 4.5340 -4.9466 2.2245 -0.716
C 6.0963 -1.5382 -3.5124 -0.703
C -0.4524 -3.6943 -2.9566 0.400
C 1.1821 3.1687 -5.0983 0.004
C 5.3488 3.5987 2.5434 -0.944
C 3.4405 -1.0395 2.7824 0.286
C 4.4930 -2.9956 0.8341 0.296
C -6.9400 -1.7735 -0.2745 -1.490
C 2.9275 -2.0354 -4.7937 -1.097
C 6.1648 -2.8441 -3.9926 -0.638
C -0.4948 1.8083 8.6682 -1.605
C -5.6143 -1.3818 0.3503 -0.108
C 0.6802 2.9541 -7.4575 -0.444
C -2.1642 -2.7405 3.1413 -1.677
C -1.2109 0.9010 -3.9628 -1.235
C -0.5853 1.6978 -5.9135 0.419
C 2.8372 4.0003 -1.8900 -0.452
C 0.3468 2.2110 4.4841 -0.152
C -4.9779 0.6611 -3.8011 -1.067
C 0.0447 0.9634 5.0048 -0.158
C 1.4321 3.4987 -6.4142 -0.723
C 3.6591 1.6641 1.5246 0.168
C 0.1678 2.2520 -4.8466 0.004
C -0.9394 -5.9892 -2.4556 -0.527
C 5.4585 -3.8578 -3.3457 -0.850
C -8.0925 2.3047 0.4874 -0.450
C 3.1237 -0.6916 -5.0662 -1.452
C -2.5436 -1.5059 3.6515 -0.625
C 2.2495 -2.6806 4.0427 -1.336
C 3.5983 1.9861 2.8673 0.436
C -3.4842 0.5834 2.6363 -0.991
H -9.9190 3.1790 1.2106 0.341
H 0.9713 6.5870 -1.2934 0.481
H -4.4883 -0.2333 -4.1858 0.158
H -0.1410 -6.7310 -0.6141 0.443
H 4.0416 -5.8189 2.6306 0.486
H 6.3644 -5.2948 3.2892 0.384
H -4.8721 -2.2759 -2.7768 0.520
H 0.9262 -4.5598 -0.0186 0.346
H 6.0167 4.3491 2.9452 0.381
H -4.1350 3.1759 1.3380 -0.333
H -0.5356 0.7646 8.9715 0.353
H -0.5516 4.6498 1.6300 0.522
H 2.9006 1.4810 3.5172 0.313
H -6.1338 1.5548 0.0237 0.198
H 2.8471 -4.3125 1.0435 0.376
H 0.6587 4.2619 4.8757 0.502
H -7.5096 -2.4170 0.4052 0.385
H 4.1432 -4.3355 -1.7110 0.472
H 6.2745 -1.8196 0.7783 0.467
H 5.2516 -0.2440 -2.0065 0.442
H -6.0186 1.3354 -2.0748 0.313
H -4.2355 1.4525 -3.7252 0.218
H -5.7690 -0.7359 1.2106 0.459
H 0.2527 2.3188 9.2741 0.373
H -2.5653 -1.2094 4.6899 0.656
H -3.2951 1.0795 3.6070 -0.099
H -3.3757 -4.2270 -2.2148 0.467
H -5.1004 -2.2708 0.7073 0.536
H -8.8362 4.1868 3.1891 0.355
H 7.4919 -3.3007 2.3604 0.425
H -2.1784 0.2902 -5.7619 0.228
H 3.6647 -0.3947 -5.9538 0.399
H 6.6562 -0.7562 -4.0065 0.460
H -6.4158 -0.3159 -2.5491 0.495
H 2.2240 -3.4111 4.8403 0.430
H -1.8498 -3.6138 3.6958 0.678
H 0.1834 4.0409 7.3183 0.349
H -1.4584 2.2750 8.8768 0.297
H -0.5390 -2.8285 -3.5962 0.612
H 4.3915 3.2121 4.4223 0.465
H 0.9058 3.2521 -8.4718 0.365
H -1.6151 -4.9727 -4.2158 0.357
H -2.1515 4.5508 2.4399 0.303
H -7.5463 -0.8961 -0.4930 0.232
H -0.9087 1.6211 -8.0468 0.407
H 6.7737 -3.0751 -4.8547 0.383
H -3.1719 -1.8713 -3.0235 0.254
H 0.2150 -3.0039 3.4409 0.043
H 0.0043 0.1131 4.3418 0.489
H 3.3262 -2.7897 -5.4567 0.415
H -6.7794 -2.3276 -1.1985 0.299
H -4.2296 -3.6361 -0.7824 0.457
H 5.5208 -4.8742 -3.7112 0.404
H -5.7398 0.9681 -4.5274 0.444
H -4.3805 2.8286 3.0610 0.282
H 1.5406 0.6190 -2.3705 -0.105
H -8.5607 1.8703 -0.3865 0.390
H 2.8031 1.3164 -4.4020 0.550
H 6.0974 3.7877 0.5476 0.439
H 4.2981 -2.1394 4.4046 0.461
H 0.2725 -1.3631 1.6312 -0.775
H 1.6306 2.6209 -0.8253 -0.269
H 1.7483 3.5855 -4.2787 0.428
H -2.0758 -3.3952 1.0256 0.333
H 2.1283 -3.4594 -3.4066 0.696
H -1.4322 -6.9183 -2.7063 0.348
H 2.2236 4.1997 -6.6463 0.423
H 3.3151 6.0415 -2.5912 0.417
H 4.3495 -0.4961 2.5651 0.577
H -1.7368 0.3110 -3.2385 0.998
H 4.5534 2.0421 -0.3526 0.268
H -2.5431 -3.1942 -1.0486 -0.470
H -6.4347 3.8451 3.5905 0.380
H -0.4383 -0.1471 6.7659 0.300
H 3.6008 3.3313 -2.2376 0.562
```

Results
Total energy ... -6162.63399 a.u.
Kohn-Sham gap ... 4.51 eV
HOMO energy ... -0.0563 hartree
LUMO level ... 0.10957 Eh
Relative energy (zero: lowest compared OMol25 entry of this formula, charge and spin) ... 2.430 eV
Charge ... -2


(3)
Entry from OMol25: C14H25F3IrN3O2P as an isolated structure in a non-equilibrium geometry (ωB97M-V/def2-TZVPD).

Structure (XYZ):
```
49
Properties=species:S:1:pos:R:3:mulliken_charge:R:1
Ir -1.1158 2.1061 0.7533 0.942
P -3.0642 3.0697 3.5903 0.819
F 0.5254 4.7125 -5.5553 -0.222
F 0.9887 2.6544 -5.8326 -0.204
F -0.9595 3.3818 -6.2205 -0.193
O 1.1059 -0.2505 2.0545 -0.044
O -1.9870 2.5829 2.3750 -0.155
N -0.8639 2.5419 -1.2405 -0.453
N 1.0436 -5.7544 -1.6233 -0.456
N 2.2754 -5.3402 -1.6902 0.226
C -4.4988 3.7568 2.7313 -0.996
C 0.4468 3.7803 -2.8694 -0.745
C 0.0987 3.4598 -1.5762 0.060
C 0.2101 0.3151 1.5781 0.244
C -0.2907 3.1445 -3.9083 0.414
C 0.0194 3.4902 -5.4156 0.716
C 4.4392 -5.4546 -0.7100 -1.603
C 2.4166 -5.3836 0.7553 -1.986
C -3.3803 1.6673 4.6188 -1.022
C 3.0465 -4.8703 -0.5199 1.558
C 3.1831 -3.3192 -0.4659 -1.390
C -2.3008 4.3911 4.5619 -1.064
C -1.5066 1.8469 -2.2600 0.075
C -1.2979 2.1429 -3.5523 -0.605
H -3.8404 0.8920 3.9951 0.389
H -3.0334 4.6841 5.4541 0.401
H -4.1678 1.9872 5.2819 0.403
H -5.0620 3.0224 2.1627 0.401
H -2.5555 1.2636 5.1503 0.396
H 1.1685 4.5336 -3.0957 0.513
H 0.5947 3.9858 -0.8055 0.496
H 2.9202 -4.9841 1.6050 0.448
H 5.1772 -5.1372 0.0684 0.392
H -5.0829 4.0272 3.6788 0.403
H -1.3424 4.0960 4.9895 0.387
H 1.3650 -5.1548 0.8659 0.503
H -2.1819 5.2975 4.0428 0.406
H -4.1669 4.6410 2.1559 0.383
H 0.7100 -6.2588 -0.8332 0.263
H 3.6728 -3.0192 0.4861 0.372
H 4.8656 -5.2176 -1.6855 0.430
H 3.7972 -2.9684 -1.3138 0.394
H -2.2577 1.0966 -1.9858 0.463
H 2.1574 -2.9084 -0.5011 0.322
H 2.6452 -5.0109 -2.5726 0.325
H -1.7065 1.5300 -4.4688 0.389
H 4.5216 -6.5118 -0.5837 0.435
H 0.6787 -6.0864 -2.5171 0.307
H 2.5892 -6.4707 0.8477 0.463
```

Results
Total energy ... -1606.76190 a.u.
Kohn-Sham gap (spin up / spin down) ... 6.26 / 4.01 eV
⟨S²⟩ ... 8.771
HOMO energy (spin up / spin down) ... -0.7019 / -0.7654 hartree
LUMO level (spin up / spin down) ... -0.47193 / -0.61797 Eh
Multiplicity ... 6
Relative energy (zero: lowest compared OMol25 entry of this formula, charge and spin) ... 0.170 eV
Charge ... +4


(4)
Entry from OMol25: C31H31GeMnN10O2 as an isolated structure in a non-equilibrium geometry (ωB97M-V/def2-TZVPD).

Structure (XYZ):
```
76
Properties=species:S:1:pos:R:3:mulliken_charge:R:1
Ge -0.8757 -2.6511 -0.0411 1.479
Mn 1.8876 2.1864 0.0791 0.021
O 1.3239 0.2951 1.1454 -0.666
O 2.4743 0.2892 -0.7091 -0.722
N 0.5023 3.6914 0.6791 0.224
N 0.2969 5.0321 -2.6052 -0.626
N 3.1138 2.1912 -3.0253 -0.252
N 3.9196 0.8306 5.7117 -0.366
N 2.2148 0.2220 4.2901 -0.281
N 1.7784 3.7758 -3.9966 -0.718
N 1.6662 3.3676 -1.6699 -0.095
N 0.3749 5.3483 -4.8718 -0.327
N 3.3524 2.5373 1.3975 -0.550
N 3.8591 1.7833 3.6624 -0.675
C -0.9160 5.9659 1.3469 -0.438
C -3.1720 -0.8401 0.1412 -0.285
C -2.3038 -3.2088 2.3997 -0.507
C -2.5871 -5.9424 2.0505 -0.701
C -2.2174 1.0162 -1.6723 -0.758
C -1.4192 -0.0504 -1.2870 -0.422
C -1.4018 -4.3932 -2.3449 -0.521
C -0.1912 -4.3636 -4.4244 -0.467
C -3.0270 -5.3492 3.2255 -0.471
C 0.8474 -2.5564 0.9438 -1.245
C -0.4823 5.7647 0.0456 -0.576
C 0.7502 4.3364 -1.6023 0.123
C -1.8681 -3.7891 1.2034 0.357
C 0.0900 3.8883 1.9282 -0.008
C 3.4856 2.0930 2.4731 0.946
C -2.8826 -3.9779 3.4008 -0.763
C -3.4835 1.1827 -1.1239 -0.649
C -1.2042 -4.8832 -3.6302 -0.753
C 0.4147 -2.8548 -2.6491 0.002
C -1.8839 -0.9976 -0.3714 0.484
C -3.9596 0.2515 -0.2137 -0.718
C 0.6135 -3.3429 -3.9349 -0.987
C 0.8361 4.6976 -3.8054 0.482
C 2.1726 3.1302 -2.9091 0.465
C -0.5877 -3.3818 -1.8307 0.424
C -0.6237 5.0117 2.3048 -0.764
C 1.9375 -0.3506 0.2383 1.117
C 2.0681 -1.8473 0.3417 -0.668
C 3.3131 0.9362 4.5220 0.695
C 0.2262 4.6173 -0.2409 0.635
C -2.0080 -5.1692 1.0506 -0.479
H -3.2234 -3.5099 4.3176 0.393
H 1.7538 0.2383 3.3725 0.105
H -2.6930 -7.0125 1.9124 0.403
H 0.3334 3.1097 2.6392 0.440
H -3.5823 -1.5892 0.8075 0.441
H 2.9411 -1.9946 0.9885 0.428
H 0.6327 -2.1253 1.9242 0.395
H 4.7688 1.3485 5.8508 0.245
H 1.3991 -2.9267 -4.5555 0.419
H -3.4723 -5.9534 4.0069 0.387
H 3.3164 1.5800 -2.2554 0.199
H 1.8485 -0.3930 4.9963 0.214
H -2.2155 -4.7880 -1.7480 0.406
H -4.9553 0.3559 0.2007 0.415
H -1.6519 -5.6564 0.1502 0.370
H 1.0835 -3.6101 1.0973 0.490
H -1.8441 -5.6695 -4.0120 0.406
H 3.4359 1.9497 -3.9459 0.265
H -0.3238 6.0604 -4.7559 0.242
H -1.8711 1.7018 -2.4354 0.506
H 3.6417 0.1541 6.3978 0.187
H -1.4751 6.8542 1.6085 0.448
H -0.0322 -4.7494 -5.4244 0.383
H -0.4495 -0.1739 -1.7597 0.283
H 1.0500 -2.0460 -2.2962 0.209
H -4.1005 2.0214 -1.4252 0.410
H -0.9430 5.1262 3.3310 0.419
H -2.1910 -2.1389 2.5538 0.456
H -0.6763 6.4679 -0.7517 0.523
H 2.3255 -2.2595 -0.6318 0.268
H 0.7454 5.1358 -5.7799 0.251
```

Results
Total energy ... -5125.82240 a.u.
Kohn-Sham gap (spin up / spin down) ... 7.81 / 7.81 eV
⟨S²⟩ ... 1.172
HOMO energy (spin up / spin down) ... -0.3986 / -0.3986 hartree
LUMO level (spin up / spin down) ... -0.11166 / -0.11172 Eh
Multiplicity ... 2
Charge ... +1